Entry 1:
The following is a DFT calculation (wB97M-V/def2-TZVPD) of C48H59IN4PPbSe as an isolated structure in a non-equilibrium geometry.

As for the gap between HOMO and LUMO: 0.24364 Eh. The largest force on an atom is 0.0317 Eh/bohr. The calculation puts the relative energy (zero: lowest compared OMol25 entry of this formula, charge and spin) at 3.413 eV. The net charge is +1.

Positions of all 115 atoms, in Å:
C 5.43955 0.98673 -1.89935
C 2.31318 -6.05785 -2.12031
C -6.34367 2.01692 -0.52926
C 0.09075 4.54111 0.91425
H 4.77158 -0.00306 -4.47719
N -0.11401 0.82574 -1.01002
H 1.30462 -0.51557 2.77220
H -5.37740 1.52455 -4.40622
H -1.01162 6.24542 1.64117
C 0.32925 -0.97742 2.90350
H 2.65134 -0.74454 1.53812
H 1.94017 -3.03073 4.02377
C 1.54754 -3.89891 3.49570
H 4.61970 -2.33233 1.65686
H -1.72858 -2.56214 3.95726
H 0.90797 -4.48174 1.50242
H -3.65219 1.47392 2.93358
H 3.47182 4.88489 1.12094
H 5.90928 1.29727 -2.82376
H 6.22060 0.09907 1.24099
N 2.01064 0.27292 -0.61892
H -0.88876 0.47028 1.82886
H 2.28016 -4.69985 3.59904
C 3.65848 -0.37168 1.75113
H -0.44004 0.96519 3.45175
H 2.26048 0.88031 -3.01297
H -4.47579 3.83538 -3.67133
C 4.23853 0.10286 0.43759
C -3.49745 3.37673 -3.51612
C -0.03226 1.13050 -2.72982
Pb 0.46374 -1.46877 -1.19179
C 4.46913 -1.51549 2.36460
N -2.36355 0.62243 -0.82767
C 3.44606 0.41873 -0.67740
H 3.22655 3.17328 -3.07819
C -5.78478 1.28336 0.49913
C -4.37008 1.13113 -4.25548
H -5.87981 -1.24078 1.54531
C 0.01117 3.25344 0.33613
H -1.46416 -4.25886 3.55828
C -5.61533 2.19335 -1.68982
H -1.20450 -5.38441 -0.82072
H -5.17233 0.61784 3.19872
H -3.65966 -0.13998 3.65818
C 0.11043 -6.86813 -1.65477
H -2.96476 -0.36076 1.33099
H 0.33988 -1.47051 3.87730
H -4.54410 -2.12296 2.27388
C -1.94800 -3.34158 3.22728
P 0.15235 -2.24653 1.59527
C -4.13035 0.49301 2.90254
C 3.32382 1.00185 -3.18595
C -3.72998 1.04296 -0.73041
H 3.16293 0.46494 3.70382
H -6.36848 1.08826 1.38991
H 4.58354 2.56784 -4.03259
C -0.73906 0.10845 2.84735
C -2.31577 4.70976 0.95025
H 4.55763 1.20573 2.92187
C 2.50970 4.43819 0.91255
C -3.62968 1.89721 -3.15674
H -2.98768 3.93532 -2.72704
H 3.96471 -1.90838 3.24725
H 1.68265 -8.06873 -2.50072
H 2.26260 -3.38494 1.52265
H 2.93303 1.60074 2.36249
C -4.49628 0.76784 0.40879
H -1.55504 -3.83504 1.15850
H 3.57770 -1.08633 -3.75856
C 3.72350 -0.09000 -4.18312
Se -0.00350 2.83652 -3.11776
C 3.56333 0.79263 2.74234
H -1.69889 -0.24370 3.21914
C -1.51640 -2.95843 1.81153
I 3.21019 -3.21110 -1.61087
C -4.31871 1.70846 -1.82334
H -0.63147 -7.65360 -1.65125
H 2.95078 2.50548 -4.68942
C 1.12043 1.22152 -0.49508
C -4.81300 -1.45063 1.45691
C -2.40462 3.42613 0.37999
C 1.23304 2.56555 0.06316
H -3.22250 5.25595 1.17049
H -4.65864 -1.96622 0.50708
H -7.34538 2.41531 -0.44067
C 2.44591 3.15682 0.34618
N 0.66624 -4.59498 -1.16692
C 6.22065 0.75715 -0.78513
C -1.36512 1.35924 -0.55014
C 3.53710 2.39289 -3.77697
H -3.83159 1.21571 -5.20091
C -0.21012 -5.60663 -1.18885
H 1.38926 6.10176 1.62649
H 3.36601 2.64263 0.11272
C 1.87477 -4.83916 -1.62672
H -2.92593 3.49465 -4.43809
C -1.09589 5.25590 1.20949
C 4.05815 0.81784 -1.87944
H 5.45151 -1.17658 2.69258
C -1.27972 2.69924 0.06960
C -4.01579 -0.14215 1.51587
H -2.63420 1.47390 -3.09458
H -4.45707 0.07266 -4.00580
C 1.39609 -7.09534 -2.12578
H 3.32200 -6.18647 -2.48316
H 3.11093 -0.01533 -5.08248
C 5.61362 0.30051 0.36920
H -3.38547 3.02211 0.17057
H 7.29033 0.91369 -0.82008
H -6.06207 2.71994 -2.52392
C 1.31274 -3.60521 2.01391
C 1.35459 5.11044 1.19142
H -2.20850 -2.23442 1.37850
H -3.02346 -3.51714 3.25064
H 0.63875 -4.21500 4.00361

Cartesian forces, eV/Å:
0.0 0.0 0.0
-0.1 0.0 0.0
0.0 0.0 0.0
0.0 0.0 0.0
0.0 0.0 0.0
-0.3 0.1 1.6
0.0 -0.1 0.1
0.0 0.0 0.0
0.0 0.0 0.0
0.0 0.0 0.1
0.1 0.0 0.0
0.0 0.0 0.0
0.0 0.0 0.0
0.0 0.0 0.0
0.0 0.0 0.0
0.0 0.0 0.0
0.0 0.0 0.0
0.0 0.0 0.0
0.0 0.0 0.0
0.0 0.0 0.0
0.3 0.0 -0.5
0.0 0.0 0.0
0.0 0.0 0.0
-0.1 0.0 0.0
0.0 0.0 0.0
-0.1 0.0 0.1
0.0 0.0 0.0
0.1 0.1 0.1
0.1 0.0 0.0
0.2 0.0 -0.6
-0.6 0.1 -0.7
0.0 0.0 0.0
-0.2 -0.1 -0.1
-0.1 0.0 0.2
0.0 0.0 0.0
0.0 -0.1 0.0
0.0 0.0 0.0
0.0 0.0 0.0
0.0 0.0 0.0
0.0 0.0 0.0
0.0 0.0 0.0
0.0 0.0 0.0
0.0 0.0 0.0
-0.1 0.0 0.0
0.0 0.0 0.0
0.0 0.0 0.0
0.0 0.0 0.0
0.1 0.0 0.0
0.0 0.0 0.0
0.1 0.2 0.0
0.0 0.0 0.0
-0.1 0.0 -0.1
0.1 0.1 -0.1
0.0 0.0 0.0
0.0 0.0 0.0
0.0 0.0 0.0
0.0 0.0 0.0
0.0 0.0 0.0
0.0 0.0 0.0
0.0 0.0 0.0
0.0 0.0 0.0
0.0 0.0 0.0
-0.1 0.0 0.0
0.0 0.0 0.0
0.0 0.0 0.0
0.0 -0.1 0.1
-0.1 -0.1 0.0
0.0 0.0 -0.1
0.0 0.0 0.0
0.0 0.0 0.0
0.0 -0.3 -0.1
-0.1 0.0 0.0
0.1 0.0 0.0
-0.1 0.0 0.0
0.4 -0.1 0.1
0.0 -0.1 0.1
0.0 0.0 0.0
0.0 0.0 0.0
-0.1 0.0 0.1
0.0 0.0 0.0
-0.1 0.1 0.0
0.0 -0.1 -0.1
0.0 0.0 0.0
0.0 0.0 0.0
0.0 0.0 0.0
0.0 0.0 -0.1
-0.1 -0.1 0.0
0.0 0.0 0.0
0.3 0.1 -0.2
-0.1 0.0 0.0
0.0 0.0 0.0
0.0 0.0 0.0
0.0 0.0 0.0
0.0 0.0 0.0
0.1 0.0 0.0
0.0 0.0 0.0
0.0 0.0 0.0
0.1 -0.1 0.0
0.0 0.0 0.0
0.0 0.0 0.0
0.0 0.0 0.1
0.2 -0.1 0.0
0.0 0.0 0.0
0.0 0.0 0.0
0.0 0.0 0.0
0.0 0.0 0.0
0.0 0.0 0.0
0.1 0.1 0.1
0.0 0.0 0.0
0.0 0.0 0.0
0.0 0.0 0.1
0.0 0.0 0.0
0.0 0.0 0.0
0.0 0.0 0.0
0.0 0.0 0.0

Mulliken population analysis, charges in e, atoms 1 to 6: number 1, C, carries -0.64; number 2, C, carries -0.74; number 3, C, carries -1.73; number 4, C, carries 1.42; number 5, H, carries 0.32; number 6, N, carries -0.05

---

Entry 2:
The following is a DFT calculation (wB97M-V/def2-TZVPD) of a 2-piece molecular cluster, C6H10IN overall in a non-equilibrium geometry.

As for the gap between HOMO and LUMO (alpha / beta): 0.28800 / 0.28793 Eh. The largest force on an atom is 0.0648 Eh/bohr. The calculation puts the relative energy (zero: lowest compared OMol25 entry of this formula, charge and spin) at 3.558 eV.

Positions of all 18 atoms, in Å:
H -2.00195 0.49688 -2.44101
I -3.24831 -0.29323 -0.06294
H 0.54596 -1.01465 2.43582
H 0.73563 1.41916 0.24988
C -1.05371 0.34106 -2.01406
N -0.97094 3.66482 0.75758
C -0.30216 -0.67971 1.79806
H -0.45088 1.20876 -2.15683
C -0.05195 -0.42482 0.33834
H -0.66116 0.15633 2.37989
H -1.02644 -1.45592 1.85138
C -0.81986 2.58376 0.41214
H 1.76535 0.41715 -0.67796
H -0.40369 -0.55977 -2.33695
H 0.07248 -1.34690 -0.21059
H 1.84969 0.34324 1.10190
C 1.18657 0.43047 0.26934
C -1.22740 0.16310 -0.51048

Cartesian forces, eV/Å:
-0.8 -0.3 -1.0
1.0 0.2 0.3
-0.1 0.0 -1.2
0.5 0.5 0.5
2.0 -1.4 1.9
-0.1 1.5 0.5
-0.3 -0.7 1.0
0.6 0.7 -0.2
-0.3 1.2 -0.1
-0.4 0.7 -0.4
-0.9 -0.7 0.5
-0.8 -3.0 -1.2
-0.3 -0.5 0.5
-1.4 1.3 0.1
0.2 -0.8 -0.1
0.3 -0.3 0.5
0.3 1.0 -2.3
0.5 0.5 0.9

Mulliken population analysis, charges in e, atoms 1 to 6: number 1, H, carries 0.50; number 2, I, carries 0.20; number 3, H, carries 0.41; number 4, H, carries 0.13; number 5, C, carries -1.04; number 6, N, carries -0.55

---

Entry 3:
The following is a DFT calculation (wB97M-V/def2-TZVPD) of C19H18BrClN8 in the gas phase in a non-equilibrium geometry.

As for the gap between HOMO and LUMO: 0.32372 Eh. The largest force on an atom is 0.1154 Eh/bohr. As for the SMILES: C[C@H]1CN(c2nc(Cl)nc3[nH]ccc23)CCN1/C(=N/c1cccc(Br)c1)NC#N.

Positions of all 47 atoms, in Å:
C -2.38867 -3.07881 -4.04788
Br 4.91643 4.89882 3.14168
H -3.15116 -3.17833 -6.00570
N 3.27923 -1.26314 3.19204
H -2.75921 0.13837 -3.46811
H 0.68429 -2.26874 1.12923
N 1.36774 0.40293 3.12240
C 2.10751 5.09700 4.04159
C 1.50601 -0.74817 -1.17540
N 0.94272 1.96939 1.59208
C -0.08535 -1.51852 1.28459
C 2.35043 -0.52638 3.09641
H -1.68058 0.46871 -0.58001
N -0.96688 -3.53831 -1.85150
C 0.40232 0.20515 -0.45746
H -1.27074 -3.01748 0.63886
H -3.87203 -0.67394 -5.70103
C 1.31815 3.00370 2.44787
C -0.93508 -0.09092 -1.13502
H 0.65503 1.15742 -0.79415
H 1.50977 1.28240 3.70174
Cl -0.53845 -6.10335 -2.58026
H -0.50058 -1.51255 2.30583
H 0.02422 5.05553 4.60842
C 0.78638 4.62983 4.03269
H -0.88804 0.27728 -2.16540
N -3.12805 -2.65780 -5.14546
C -2.68984 -0.85708 -3.86260
C 0.83579 0.75709 1.90645
N -1.27804 -1.46495 -0.95511
C 2.63871 3.51472 2.42183
C -3.23635 -1.29486 -5.03494
N 0.42393 -0.16784 0.94346
H 2.52400 -0.67867 -0.71296
H 1.57674 -0.33060 -2.23814
C -2.12356 -2.05133 -3.16125
C 3.05176 4.51733 3.27944
H -2.25245 -1.48360 0.99400
C -1.53473 -2.31679 -1.99515
H 2.33925 6.05965 4.52896
H 1.17991 -1.79350 -1.29394
C -1.09860 -4.38832 -2.86556
N -1.90357 -4.28210 -3.87775
C -1.31679 -1.92010 0.40148
C 0.38148 3.57590 3.28678
H -0.59666 3.13118 3.27625
H 3.39364 3.06374 1.73074

Cartesian forces, eV/Å:
0.2 -0.4 -0.6
-0.5 0.5 0.4
-0.1 -0.1 0.1
-3.3 2.3 -0.5
0.0 0.2 -0.1
0.3 0.0 0.3
0.2 -0.9 1.9
-0.9 2.5 1.5
-0.3 1.5 -1.2
-1.1 1.8 -1.3
-0.6 1.0 -0.8
3.1 -1.9 1.1
-0.4 0.7 -0.1
0.3 -0.7 -0.5
1.4 -4.2 -1.5
-0.7 0.8 -1.4
0.8 -0.8 0.3
1.6 -0.4 -0.8
-0.2 0.7 1.2
0.6 2.0 0.9
0.2 -1.7 -0.6
0.0 1.6 -0.2
0.7 -0.1 -0.3
-0.6 1.1 1.1
0.8 0.3 0.3
-0.1 -0.6 0.2
0.9 -0.3 0.9
0.0 -1.1 0.5
0.2 0.3 -2.6
-0.6 -0.9 -0.5
0.3 -1.7 -0.9
-0.8 1.7 0.5
-0.3 0.8 2.1
-1.0 0.0 -0.2
0.2 -0.6 1.2
-2.7 3.7 -3.8
0.6 -1.4 -1.7
1.5 -0.7 -1.5
2.8 -1.7 2.3
-0.2 -0.8 0.2
0.2 0.4 0.4
-1.3 -1.4 2.2
0.4 -1.2 -1.5
-0.5 0.3 3.1
0.5 -1.0 -0.7
-0.4 0.3 0.2
-0.9 0.3 0.7

Mulliken population analysis, charges in e, atoms 1 to 6: number 1, C, carries -0.24; number 2, Br, carries -0.18; number 3, H, carries 0.28; number 4, N, carries -0.56; number 5, H, carries 0.46; number 6, H, carries 0.35

---

Q: What is the formula in the second record?
A: C6H10IN

---

Q: What is the formula in the third record?
A: C19H18BrClN8